Model one:
# C3H5N3O

C3H5N3O in the gas phase (ωB97M-V with the def2-TZVPD basis set, OMol25).

Last column: Löwdin charge in e.
Element x y z (Å)
N: 1.127 -1.116 0.273  0.0343
N: -0.212 -1.148 -0.205  0.0196
C: 1.674 0.326 0.057  -0.4446
C: -0.591 0.167 -0.020  -0.3815
N: -1.914 0.478 0.119  0.1400
C: 0.466 1.052 -0.099  0.0140
O: 2.850 0.572 0.068  0.0540
H: 1.715 -1.830 -0.142  0.1144
H: -0.782 -1.857 0.247  0.1393
H: -2.587 -0.213 -0.173  0.1009
H: -2.157 1.447 -0.009  0.1050
H: 0.411 2.123 -0.117  0.1047

Its molar mass is 99.1 g/mol. Its net charge is 0. The HOMO-LUMO gap comes out at 9.19 eV.

Model two:
# C3H5N3O

2 unconnected molecules or ions with the total composition C3H5N3O (ωB97M-V with the def2-TZVPD basis set, OMol25).

Last column: Löwdin charge in e.
Element x y z (Å)
C: -1.424 -0.208 0.635  -0.3043
C: 2.906 0.258 -0.514  -0.2756
C: 2.302 -0.317 0.436  0.0032
N: -1.892 -0.122 -0.472  -0.0122
N: -2.611 0.709 -1.340  0.0097
N: -0.918 -0.397 1.743  0.1158
O: 3.612 0.910 -1.194  0.1561
H: 1.431 -0.913 0.508  0.0311
H: 2.975 -0.483 1.295  0.0971
H: -3.447 0.888 -0.743  0.0989
H: -2.984 0.246 -2.171  0.0784
H: 0.049 -0.570 1.817  0.0018

Its molar mass is 99.1 g/mol. Its net charge is 0. The HOMO-LUMO gap comes out at 9.38 eV.

Stability check: which of them is most stable? model one.

Model one:
# C3H5N3O

C3H5N3O in the gas phase (ωB97M-V with the def2-TZVPD basis set, OMol25).

Last column: Löwdin charge in e.
Element x y z (Å)
C: 0.805 -0.034 0.900  -0.1956
C: 1.631 -0.656 -0.058  -0.2599
C: -1.163 -0.119 -0.516  -0.2794
H: 0.138 2.481 -0.127  0.1737
H: 1.293 0.667 1.649  0.1566
H: 0.417 -0.955 1.498  0.1566
H: -1.523 0.234 -1.661  0.1902
H: -2.449 -1.555 -0.603  0.0460
N: -0.304 0.606 0.259  -0.1734
N: 2.405 -1.032 -0.777  0.1870
N: -1.683 -1.199 -0.014  0.0770
O: 0.431 1.562 -0.548  -0.0788

Its molar mass is 99.1 g/mol. Its net charge is 0. The HOMO-LUMO gap comes out at 10.57 eV.

Model two:
# C3H5N3O

C3H5N3O in the gas phase (ωB97M-V with the def2-TZVPD basis set, OMol25).

Last column: Löwdin charge in e.
Element x y z (Å)
C: 0.443 0.504 -0.008  -0.2457
C: -0.468 -1.359 0.238  -0.0511
C: -0.747 -0.079 0.269  -0.3352
H: 1.313 2.358 -0.838  0.1205
H: 1.023 2.358 0.869  0.0773
H: 1.066 -2.388 -0.678  0.1820
H: -1.074 -2.326 0.233  0.1532
H: -1.771 1.276 0.138  0.0057
N: 0.575 2.044 -0.046  0.0207
N: 1.484 -0.444 -0.363  0.0751
N: 0.833 -1.483 -0.196  -0.1234
O: -2.021 0.439 0.189  0.1208

Its molar mass is 99.1 g/mol. Its net charge is 0. The HOMO-LUMO gap comes out at 9.79 eV.

Stability check: which of them is most stable? model two.

Model one:
# C3H5N3O

C3H5N3O in the gas phase (ωB97M-V with the def2-TZVPD basis set, OMol25).

Last column: Löwdin charge in e.
Element x y z (Å)
C: 1.256 -0.936 -1.185  -0.0059
C: 2.777 -0.031 0.200  -0.5561
C: -0.696 0.059 0.338  -0.1247
N: 2.423 -0.962 -0.826  0.1328
N: 1.637 0.682 0.471  0.0739
N: 0.517 0.430 -0.419  -0.1217
O: 3.899 0.069 0.567  0.1026
H: 0.696 -1.571 -1.812  0.0991
H: -1.540 -0.055 -0.353  0.0725
H: -0.472 -0.919 0.959  0.1159
H: -0.921 0.972 0.938  0.0783
H: 1.383 1.217 1.267  0.1333

Its molar mass is 99.1 g/mol. Its net charge is 0. The HOMO-LUMO gap comes out at 9.64 eV.

Model two:
# C3H5N3O

C3H5N3O in the gas phase (ωB97M-V with the def2-TZVPD basis set, OMol25).

Last column: Löwdin charge in e.
Element x y z (Å)
C: 1.728 -0.297 -0.009  -0.1646
C: 0.750 -1.241 0.089  -0.0254
C: -0.498 -0.661 -0.139  -0.5994
H: -0.405 2.412 0.036  0.1284
H: -1.290 1.231 1.309  0.2193
H: 2.737 -0.343 0.144  0.1029
H: 0.975 -2.362 0.063  0.1378
H: -2.453 -0.583 -0.769  0.1670
N: -0.945 1.493 0.146  0.0000
N: -0.250 0.623 -0.557  -0.0874
N: -1.627 -1.149 -0.076  0.1138
O: 1.280 0.877 -0.236  0.0075

Its molar mass is 99.1 g/mol. Its net charge is 0. The HOMO-LUMO gap comes out at 9.26 eV.

Stability check: which of them is most stable? model one.

Model one:
# C3H5N3O

A molecular structure, C3H5N3O (ωB97M-V with the def2-TZVPD basis set, OMol25).

Last column: Löwdin charge in e.
Element x y z (Å)
O: 0.889 1.967 -1.212  0.0051
C: 0.136 0.909 -1.626  -0.2150
C: -0.167 -0.159 -0.082  -0.4074
N: 0.636 -0.540 -0.902  0.2134
N: 0.115 -1.780 1.592  0.0788
C: -0.724 -0.845 1.807  -0.3084
N: -0.950 0.147 0.845  0.1113
H: 1.819 1.739 -1.336  0.1145
H: 0.333 0.499 -2.603  0.1158
H: -0.922 1.211 -1.544  0.1408
H: 0.167 -2.431 2.364  0.0438
H: -1.331 -0.716 2.697  0.1073

Its molar mass is 99.1 g/mol. Its net charge is 0. The HOMO-LUMO gap comes out at 10.07 eV.

Model two:
# C3H5N3O

C3H5N3O in the gas phase (ωB97M-V with the def2-TZVPD basis set, OMol25).

Last column: Löwdin charge in e.
Element x y z (Å)
N: -0.260 0.091 1.951  0.0551
C: -0.349 -0.239 0.555  -0.4579
C: 0.623 -1.249 -0.014  0.0355
N: 0.869 -0.725 -1.204  0.0744
C: 0.385 0.616 -1.461  -0.5153
O: 0.578 1.245 -2.472  0.0864
N: -0.286 0.914 -0.326  0.1331
H: -1.183 0.303 2.317  0.0750
H: 0.097 -0.711 2.458  0.0719
H: -1.256 -0.832 0.310  0.1464
H: 1.394 -1.193 -1.932  0.1400
H: -0.650 1.833 -0.136  0.1556

Its molar mass is 99.1 g/mol. Its net charge is 0. The HOMO-LUMO gap comes out at 9.70 eV.

Stability check: which of them is most stable? model two.